No. 1
Formula: C38H45N4O4RhS5SbTe
Source: the OMol25 dataset
Level of theory: the ωB97M-V functional and the def2-TZVPD basis

Last column: Mulliken charge in e.
Positions of all 99 atoms, in Å:
1 Rh -0.36476 0.85243 0.77187  1.101
2 S 1.82252 -1.28271 2.05155  -0.346
3 C 0.81848 -0.26362 1.37278  -0.154
4 C 3.32196 -0.24194 -4.24921  -1.484
5 C 4.36075 -0.52352 -3.16171  0.385
6 C 5.31987 -1.61791 -3.61446  -1.390
7 Sb 3.26321 -0.73940 -1.26594  -0.385
8 C 3.13475 -2.91066 -1.07400  0.639
9 C 2.30783 -3.49635 -2.21545  -1.107
10 C 4.44020 -3.66686 -0.86204  -1.448
11 C 4.89953 -0.39695 0.14138  0.461
12 C 6.30935 -0.56906 -0.40967  -1.462
13 C 4.71165 0.98985 0.75289  -1.397
14 H 3.80647 0.01331 -5.19963  0.455
15 H 2.65237 0.57622 -3.97782  0.329
16 H 2.69366 -1.11944 -4.42979  0.248
17 H 4.93524 0.39592 -2.99678  0.391
18 H 4.79387 -2.55997 -3.78312  0.197
19 H 6.11430 -1.80545 -2.89208  0.198
20 H 5.79327 -1.34165 -4.56596  0.458
21 H 2.54117 -2.99249 -0.15987  0.192
22 H 2.79002 -3.35672 -3.18731  0.120
23 H 1.31568 -3.04291 -2.25941  0.106
24 H 2.16660 -4.57426 -2.07382  0.484
25 H 5.09237 -3.61648 -1.73611  0.187
26 H 4.23492 -4.72752 -0.66970  0.485
27 H 4.99683 -3.28265 -0.00530  0.290
28 H 4.72146 -1.14253 0.92156  0.405
29 H 6.49595 0.10494 -1.25057  0.269
30 H 6.49859 -1.58751 -0.75220  0.256
31 H 7.05254 -0.33286 0.36217  0.434
32 H 4.79131 1.77579 -0.00529  0.291
33 H 5.47578 1.18841 1.51357  0.438
34 H 3.73279 1.09115 1.22584  0.197
35 Te 1.20486 2.67290 -0.39865  0.294
36 C 1.98698 4.11935 0.88885  0.339
37 C 2.77116 5.20031 0.56878  -0.695
38 C 3.15139 5.96551 1.69982  -0.403
39 C 2.64895 5.44959 2.86166  -0.643
40 S 1.71950 4.04569 2.58054  0.017
41 H 3.05419 5.43026 -0.44914  0.397
42 H 3.76382 6.85629 1.65506  0.341
43 H 2.77843 5.83419 3.86136  0.373
44 S -5.44605 -1.61709 3.92666  -0.434
45 C -3.94404 -0.87507 3.90114  0.338
46 S -3.66304 0.72896 3.31999  -0.102
47 C -1.92883 0.57697 3.59620  0.007
48 N -1.61923 -0.57318 4.11318  -0.812
49 N -2.74340 -1.37469 4.26190  0.689
50 C -2.46113 -2.72713 4.60324  -0.114
51 C -1.35794 -3.33003 4.00881  0.193
52 C -1.05060 -4.64364 4.32315  -0.851
53 C -1.83160 -5.35258 5.22690  -0.347
54 C -2.92266 -4.73592 5.82210  -0.592
55 C -3.24215 -3.42062 5.51661  -0.442
56 S -0.86012 1.85039 3.19567  -0.393
57 H -0.75444 -2.76112 3.31355  0.343
58 H -0.19620 -5.11360 3.85241  0.383
59 H -1.58956 -6.38106 5.46675  0.362
60 H -3.53446 -5.27955 6.53187  0.349
61 H -4.09369 -2.93444 5.96670  0.376
62 O -1.27993 4.00806 -0.32991  -0.668
63 C -2.19758 3.21567 -0.05530  -0.133
64 O -2.12601 1.99107 0.22130  -0.075
65 C -3.61840 3.76827 -0.08570  0.150
66 C -3.83056 5.10711 -0.39731  -0.330
67 C -5.11259 5.62484 -0.43803  -0.499
68 C -6.17379 4.77678 -0.16141  0.118
69 C -5.99228 3.44001 0.15612  -0.651
70 C -4.70097 2.93994 0.19181  -0.317
71 N -7.53817 5.31761 -0.21086  1.012
72 O -7.67999 6.50016 -0.47501  -0.646
73 O -8.46692 4.56187 0.00761  -0.632
74 H -2.96597 5.72303 -0.60397  0.467
75 H -5.30307 6.66017 -0.67747  0.461
76 H -6.84660 2.81560 0.37061  0.486
77 H -4.50716 1.90413 0.43638  0.532
78 C -1.96626 -0.50807 -4.31889  -1.066
79 N -1.11956 0.28447 -3.45578  0.117
80 C -1.87286 1.36311 -2.84259  -0.844
81 C -0.35433 -0.49802 -2.47516  -0.399
82 C -1.13229 -1.28088 -1.42982  0.808
83 C -1.70543 -2.49176 -1.83675  -0.472
84 C -2.46145 -3.27357 -0.97823  -0.915
85 C -2.63931 -2.84195 0.32848  -0.579
86 C -2.03419 -1.66543 0.74659  0.707
87 C -1.26366 -0.84726 -0.09416  -0.028
88 H -2.35970 0.13101 -5.11474  0.393
89 H -2.82286 -0.96714 -3.80041  0.321
90 H -1.38173 -1.30859 -4.78074  0.283
91 H -2.33232 1.96988 -3.62818  0.440
92 H -1.20328 1.99914 -2.26425  -0.120
93 H -2.66084 1.00781 -2.16288  0.348
94 H 0.30859 0.19437 -1.95545  -0.550
95 H 0.27242 -1.18701 -3.05559  0.193
96 H -1.53923 -2.83605 -2.85395  0.360
97 H -2.89509 -4.20651 -1.32150  0.377
98 H -3.22799 -3.42337 1.03058  0.469
99 H -2.14930 -1.37574 1.78311  0.067

Computed properties:
E_tot = -4604.67847 Ha
spin multiplicity = 2
E_LUMO (spin up / spin down) = 0.123 / 0.123 hartree
gap between HOMO and LUMO (spin up / spin down) = 5.10 / 5.05 eV
relative energy (zero: lowest compared OMol25 entry of this formula, charge and spin) = 62.2 kJ/mol
net charge = -2


No. 2
Formula: C13H11F3I2NPbS
Source: the OMol25 dataset
Level of theory: the ωB97M-V functional and the def2-TZVPD basis

Last column: Mulliken charge in e.
Positions of all 32 atoms, in Å:
1 Pb -0.09489 0.01356 -0.26590  0.987
2 C 1.65200 2.75369 2.44570  -1.501
3 C 0.28354 2.38123 1.95280  0.825
4 C -0.41387 1.30040 2.49831  -0.540
5 C -1.71494 1.00606 2.08728  -0.675
6 C -2.34735 1.80418 1.13724  -0.486
7 C -1.66548 2.88464 0.58986  -0.425
8 C -0.36003 3.15404 0.97751  -0.352
9 H 2.15882 1.90865 2.90863  0.386
10 H 1.56698 3.54064 3.19787  0.345
11 H 2.27271 3.14403 1.63921  0.334
12 H 0.04135 0.71601 3.28962  0.434
13 H -2.25254 0.19242 2.55867  0.436
14 H -3.36764 1.59588 0.84283  0.423
15 H -2.15028 3.51609 -0.14318  0.428
16 H 0.16057 4.00530 0.55373  0.448
17 F 3.27817 -3.90602 0.81104  -0.256
18 C 3.02168 -4.44486 -0.37941  0.629
19 F 2.62683 -5.71440 -0.18129  -0.241
20 F 4.18427 -4.49286 -1.06253  -0.246
21 C 1.99206 -3.70281 -1.20181  0.152
22 C 1.77506 -4.18913 -2.48323  -0.434
23 C 0.87188 -3.56272 -3.32699  -0.666
24 C 0.22342 -2.44208 -2.85667  -0.392
25 N 0.41075 -1.97566 -1.62246  -0.324
26 C 1.26776 -2.58280 -0.77027  0.601
27 S 1.31709 -1.86076 0.82197  -0.353
28 H 2.32013 -5.06486 -2.81212  0.457
29 H 0.68687 -3.92964 -4.32568  0.428
30 H -0.48946 -1.90275 -3.46925  0.412
31 I 2.49620 1.29403 -1.71442  0.186
32 I 3.30316 -0.32122 -3.67014  -0.023

Computed properties:
E_tot = -2042.60764 Ha
E_LUMO = -0.193 hartree
gap between HOMO and LUMO = 6.62 eV
net charge = +1


No. 3
Formula: C34H42BaN4P2
Source: the OMol25 dataset
Level of theory: the ωB97M-V functional and the def2-TZVPD basis

Last column: Mulliken charge in e.
Positions of all 83 atoms, in Å:
1 Ba -0.27381 2.57377 0.04793  1.481
2 C 2.61727 -2.68497 2.65262  -0.554
3 C 2.31120 -2.35668 1.38952  -0.502
4 C 0.98563 -1.79723 0.89000  1.750
5 C 0.09084 -0.93789 1.81661  3.207
6 C -0.92591 -1.64616 2.64958  -0.437
7 C -0.85529 -2.91647 3.11186  -0.663
8 C 0.37189 -3.77254 3.10285  -0.845
9 C 1.59544 -2.98167 3.68873  -0.570
10 C -1.29447 2.74547 2.48747  -1.387
11 H 3.66477 -2.77111 2.97130  0.362
12 H 3.13013 -2.20779 0.68372  0.069
13 H 0.38019 -2.60275 0.45489  0.483
14 H 1.22564 -1.17137 0.01601  -1.432
15 H 0.73005 -0.27667 2.41821  -1.415
16 H -0.49857 -0.25254 1.15745  -1.318
17 H -1.80737 -1.04150 2.89707  0.378
18 H -1.70559 -3.34091 3.63581  0.396
19 H 0.59574 -4.09959 2.07684  0.328
20 H 0.24039 -4.68520 3.70073  0.424
21 H 1.19807 -2.05910 4.13964  0.108
22 H 2.05577 -3.57353 4.49225  0.495
23 H -0.55607 3.00795 3.25961  0.349
24 H -1.83878 1.85541 2.85774  0.150
25 H -2.03202 3.57404 2.41516  0.456
26 P -2.11715 0.70701 -1.07059  -0.504
27 P 1.86924 0.44890 -2.14642  -0.113
28 N -3.18483 -0.69752 -0.84868  0.571
29 N -2.94377 1.40467 -2.47068  0.632
30 N 1.80294 -1.34951 -2.55679  0.575
31 N 2.70304 0.75693 -3.68451  0.320
32 C -0.85453 -0.12406 -2.09326  -0.044
33 C 0.17151 0.87585 -2.68140  -1.783
34 C -4.13969 -0.70527 0.17008  -0.609
35 C -4.87782 -1.87873 0.06538  -0.690
36 C -4.37604 -2.61087 -1.06165  -0.725
37 C -3.33580 -1.85973 -1.60325  -0.191
38 C -3.68739 2.58466 -2.32955  -0.488
39 C -4.67093 2.59083 -3.29794  -0.640
40 C -4.52849 1.39041 -4.07853  -0.688
41 C -3.46021 0.68010 -3.55540  -0.241
42 C 2.46560 -2.42012 -1.93992  -0.938
43 C 2.09307 -3.60994 -2.54511  -0.824
44 C 1.19020 -3.26842 -3.60458  -1.059
45 C 1.03164 -1.89166 -3.59539  -0.344
46 C 3.22396 -0.14050 -4.63124  -0.201
47 C 3.51129 0.53645 -5.81082  -0.696
48 C 3.19569 1.92114 -5.58564  -0.503
49 C 2.71244 2.03086 -4.28759  -0.477
50 H -1.28529 -0.71064 -2.92428  -0.100
51 H -0.38849 -0.89345 -1.45376  0.390
52 H 0.08471 0.87148 -3.77372  0.413
53 H -0.00735 1.95971 -2.48783  1.208
54 H -4.17230 0.11689 0.87221  0.449
55 H -5.68941 -2.16989 0.71396  0.437
56 H -4.71613 -3.57152 -1.42997  0.462
57 H -2.69458 -2.07251 -2.44758  0.376
58 H -3.40605 3.28948 -1.55444  0.392
59 H -5.41966 3.35941 -3.43656  0.422
60 H -5.14293 1.07161 -4.90818  0.448
61 H -3.01091 -0.25100 -3.86754  0.364
62 H 3.20505 -2.24576 -1.17710  0.861
63 H 2.42455 -4.59802 -2.25262  0.472
64 H 0.74029 -3.94102 -4.31830  0.510
65 H 0.45231 -1.25595 -4.24769  0.607
66 H 3.32567 -1.18680 -4.40114  0.393
67 H 3.89432 0.08083 -6.71590  0.432
68 H 3.32535 2.71775 -6.30808  0.430
69 H 2.37674 2.89870 -3.73916  0.348
70 C 1.78841 1.08821 3.75989  -1.125
71 C 1.70628 2.36050 4.32346  0.685
72 C 0.98779 2.54540 5.55308  -0.385
73 C 0.93675 3.79726 6.15596  -0.431
74 C 1.58824 4.89010 5.55909  -0.491
75 C 2.20728 4.75048 4.30463  -0.524
76 C 2.24126 3.51620 3.66677  -0.435
77 H 2.49127 0.87874 2.94791  0.410
78 H 1.24335 0.26778 4.23160  -0.223
79 H 0.47651 1.68535 5.99559  0.248
80 H 0.38325 3.92786 7.08483  0.346
81 H 1.56767 5.87210 6.05408  0.308
82 H 2.65693 5.61335 3.80573  0.323
83 H 2.63003 3.38494 2.64493  0.331

Computed properties:
E_tot = -2247.67838 Ha
E_LUMO (spin up / spin down) = -0.048 / -0.048 hartree
gap between HOMO and LUMO (spin up / spin down) = 2.75 / 2.75 eV
relative energy (zero: lowest compared OMol25 entry of this formula, charge and spin) = 70.2 kJ/mol